DFT (the ωB97M-V functional and the def2-TZVPD basis) results for a gas-phase ion, C10H16NO3S (charge -1) at a distorted geometry.

## Properties
LUMO: 3.367 eV
net charge: -1
HOMO energy: -3.5501 eV
F_max: 4.75 eV/Å
energy relative to the best compared isomer or geometry (same formula, charge and spin): 59.20 kJ/mol
gap between HOMO and LUMO: 6.92 eV
SMILES string: CC1(C)[C@H]2CC[C@]1(C=[S@](N)(=O)[O-])C(=O)C2

```
31
C10H16NO3S, DFT the ωB97M-V functional and the def2-TZVPD basis
C 1.00891 -0.63666 -1.10588
C 0.36099 -0.55712 0.29810
C -0.09664 -2.02475 0.61008
C 1.32540 0.06617 1.24506
C 1.59115 1.39710 0.58788
C 0.18373 1.72823 0.03597
C -0.78159 0.49327 0.34918
C -1.92774 0.11844 -0.46765
S -2.08372 0.99053 -1.97649
N -3.29607 0.08690 -2.89206
O -0.81441 1.02359 -2.79386
O -2.74988 2.29774 -2.07226
C -0.93420 0.56625 1.84803
O -1.91342 0.90490 2.50462
C 0.41253 0.29741 2.51807
H 0.94588 -1.73995 -1.39140
H 2.06527 -0.17747 -1.21042
H 0.52468 -0.00334 -1.79601
H -0.90700 -2.36997 -0.14715
H -0.78158 -2.14770 1.43303
H 0.76677 -2.58529 0.73778
H 2.09752 -0.64999 1.58946
H 2.47489 1.36791 -0.12410
H 1.84059 2.27522 1.29411
H -0.19497 2.68349 0.65503
H 0.04911 1.93066 -0.95871
H -2.89863 0.27332 0.09911
H -3.71862 0.72537 -3.55915
H -2.80224 -0.71173 -3.32246
H 0.67512 1.26832 3.03871
H 0.35377 -0.54436 3.21448
```